Entry 1:
DFT (wB97M-V/def2-TZVPD) results for 2 unconnected molecules or ions with the total composition C5H7Cl2NO2S.

Last column: Löwdin charge in e.
Element x y z (Å)
C -1.564951 0.971444 2.318528  0.008
C -1.320076 0.926089 1.009745  -0.262
C 1.743517 0.881932 -1.140332  -0.473
C 0.283845 0.547792 -0.756396  -0.154
C 0.256622 -1.585869 -0.874847  -1.420
N -0.081445 1.000484 0.478631  -0.009
O 2.727944 0.282301 -0.352122  0.098
O 1.961564 1.547704 -2.114408  0.133
S -1.498237 -1.960691 -0.990132  0.704
Cl 0.882526 -2.110452 0.780877  0.503
Cl 1.217662 -2.176554 -2.229803  0.580
H -2.657385 1.068929 2.569368  0.074
H -0.807798 0.893101 3.057004  0.044
H -2.290717 0.876856 0.401067  0.142
H -0.432384 0.794723 -1.648677  0.173
H 2.335303 -0.227097 0.281110  -0.033
H 0.637334 1.010192 1.137783  0.120
H -1.393325 -2.740883 -1.927397  -0.229

Cartesian forces (eV/Å) of the 2 atoms listed first:
C -2.062 -0.022 -0.658
C -3.599 0.120 0.732

* E_LUMO: 0.15 eV
* relative energy (zero: lowest compared OMol25 entry of this formula, charge and spin): 0.0 kcal per mole
* charge: 0



Entry 2:
DFT (wB97M-V/def2-TZVPD) results for a molecular structure, C5H8O.

Last column: Löwdin charge in e.
Element x y z (Å)
C -1.056882 0.976978 -0.413075  -0.121
C -1.424305 -0.131610 0.427657  -0.107
C 0.136516 0.144830 0.100033  -0.386
C 0.979614 -0.878214 -0.293158  -0.041
O 2.016610 -0.639239 0.524893  0.001
C 1.243156 0.472486 1.096106  -0.052
H -0.703013 -0.076942 -2.433069  0.012
H -1.047607 1.908399 0.170506  0.054
H -1.710727 -0.068456 1.485288  0.102
H -1.715969 -1.077275 -0.033769  0.090
H 0.952757 -1.773123 -0.908005  0.135
H -0.418018 -0.617219 -2.880442  0.044
H 1.027411 0.265348 2.146170  0.135
H 1.781012 1.413330 0.966756  0.133

Cartesian forces (eV/Å) of the 2 atoms listed first:
C -0.132 0.125 0.199
C -0.205 -0.171 -0.017

* E_LUMO (alpha / beta): -0.01 / -0.01 eV
* relative energy (zero: lowest compared OMol25 entry of this formula, charge and spin): 155.3 kcal per mole
* charge: 0



Entry 3:
DFT (wB97M-V/def2-TZVPD) results for 17 unconnected molecules or ions with the total composition H34O17.

Last column: Löwdin charge in e.
Element x y z (Å)
O 6.723000 1.212000 22.715000  -0.044
H 7.613000 1.517000 22.853000  -0.035
H 6.648000 0.316000 22.945000  -0.041
O 10.217000 -1.207000 26.985000  -0.041
H 10.502000 -1.372000 27.883000  0.078
H 10.820000 -1.792000 26.492000  0.059
O 9.426000 -2.894000 24.736000  -0.037
H 10.123000 -2.377000 24.312000  -0.009
H 9.780000 -3.753000 24.938000  0.047
O 7.964000 -2.693000 27.762000  -0.106
H 8.622000 -2.054000 27.387000  -0.013
H 7.503000 -2.205000 28.502000  0.060
O 7.571000 2.913000 25.639000  -0.066
H 7.911000 3.702000 26.065000  0.026
H 8.282000 2.270000 25.442000  -0.012
O 6.546000 0.463000 26.901000  -0.058
H 5.650000 0.809000 26.848000  0.046
H 7.128000 1.152000 27.236000  -0.023
O 13.090000 -0.441000 26.410000  -0.080
H 14.022000 -0.436000 26.120000  0.086
H 12.584000 0.235000 25.894000  0.000
O 10.253000 4.778000 24.396000  -0.049
H 9.453000 5.289000 24.534000  0.040
H 10.018000 3.899000 24.156000  -0.038
O 7.212000 -1.045000 24.108000  -0.032
H 7.559000 -0.704000 24.940000  0.025
H 7.765000 -1.740000 23.842000  -0.009
O 11.845000 1.583000 25.202000  -0.008
H 11.927000 1.547000 24.284000  -0.022
H 12.032000 2.499000 25.412000  0.097
O 11.667000 1.136000 22.603000  -0.024
H 12.455000 0.876000 22.138000  0.078
H 11.266000 0.273000 22.660000  0.014
O 9.074000 0.729000 25.128000  -0.004
H 9.908000 1.140000 24.996000  0.015
H 9.307000 0.089000 25.731000  -0.011
O 11.480000 1.195000 28.221000  -0.036
H 11.514000 0.410000 27.674000  -0.013
H 11.946000 0.849000 28.995000  0.078
O 11.532000 -1.238000 24.356000  -0.052
H 12.026000 -1.123000 25.154000  -0.023
H 12.047000 -1.834000 23.761000  0.114
O 9.235000 2.601000 22.726000  -0.011
H 9.116000 3.255000 22.030000  0.091
H 10.091000 2.257000 22.688000  -0.025
O 8.813000 1.590000 28.154000  -0.007
H 8.946000 2.167000 28.832000  -0.001
H 9.707000 1.244000 28.097000  -0.011
O 9.350000 -0.450000 22.469000  -0.043
H 9.202000 0.023000 23.292000  -0.010
H 8.523000 -0.717000 22.102000  0.042

Cartesian forces (eV/Å) of the 2 atoms listed first:
O -0.998 2.176 -1.354
H 0.510 0.001 0.247

* E_LUMO: -0.58 eV
* relative energy (zero: lowest compared OMol25 entry of this formula, charge and spin): 48.9 kcal per mole
* charge: 0



Entry 4:
DFT (wB97M-V/def2-TZVPD) results for a single C4H6N2 molecule.

Last column: Löwdin charge in e.
Element x y z (Å)
C -1.569166 -0.327413 -0.294457  -0.035
N -0.211306 -0.209372 0.271571  -0.207
C 0.899656 -1.170312 -0.261233  -0.041
C 1.932180 -0.285728 -0.220097  -0.239
N 1.631741 1.076168 0.096939  0.072
C 0.390724 1.128868 0.338567  -0.180
H -1.559237 0.009150 -1.331242  0.099
H -1.856518 -1.378217 -0.253055  0.090
H -2.265469 0.282207 0.290524  0.091
H -0.239645 -0.571290 1.230693  0.161
H 2.973696 -0.523933 -0.404023  0.068
H -0.208239 2.001317 0.577031  0.121

Cartesian forces (eV/Å) of the 2 atoms listed first:
C -0.081 0.000 -0.091
N -0.017 -0.018 0.005

* E_LUMO: 0.54 eV
* relative energy (zero: lowest compared OMol25 entry of this formula, charge and spin): 88.9 kcal per mole
* charge: 0



Entry 5:
DFT (wB97M-V/def2-TZVPD) results for a molecular structure, C2H9NO.

Last column: Löwdin charge in e.
Element x y z (Å)
H 0.698541 -0.799977 -0.110456  0.015
O 0.840015 -1.624015 0.709433  -0.251
N 0.140888 0.358283 -0.507473  -0.203
H 0.529339 -2.409363 0.243585  -0.026
H 0.431927 0.832291 -1.356448  0.122
C 0.348848 1.369422 0.549501  -0.092
H 0.118906 0.964078 1.535799  0.092
H 1.414415 1.678355 0.512213  0.096
H -0.236645 2.260861 0.259791  0.083
C -1.308599 0.043024 -0.715215  -0.079
H -1.937487 0.827314 -0.328292  0.074
H -1.410291 -0.162495 -1.793974  0.085
H -1.587826 -0.991015 -0.450186  0.084

Cartesian forces (eV/Å) of the 2 atoms listed first:
H 0.354 -1.676 2.312
O -0.083 0.744 -1.769

* E_LUMO: 0.83 eV
* relative energy (zero: lowest compared OMol25 entry of this formula, charge and spin): 29.2 kcal per mole
* charge: 0



Entry 6:
DFT (wB97M-V/def2-TZVPD) results for a single C18H21ClN2O4S2 molecule.

Last column: Löwdin charge in e.
Element x y z (Å)
C -2.461652 -0.777144 2.762931  -0.070
H -1.683287 -0.494013 3.477540  0.101
O -2.957661 0.339430 2.060791  -0.076
C -2.111584 1.033869 1.260031  -0.275
C -2.668726 2.097003 0.547420  -0.041
C -1.878929 2.824773 -0.314902  -0.073
C -0.529614 2.543124 -0.464228  -0.052
C 0.035158 1.505189 0.264260  -0.240
C -0.760339 0.745980 1.119567  0.056
H -0.320915 -0.066011 1.670775  0.090
N 1.407490 1.219516 0.171637  -0.161
S 2.331352 1.654076 -1.135512  0.631
O 1.538599 1.667746 -2.321312  -0.275
O 3.490460 0.801401 -1.116760  -0.302
C 2.908286 3.333963 -0.771595  -0.095
H 3.404444 3.702930 -1.660102  0.070
H 3.605896 3.274587 0.053015  0.064
H 2.059272 3.955142 -0.520422  0.058
C 2.116726 0.704529 1.325464  -0.080
H 1.690386 1.126048 2.240366  0.144
H 3.161638 1.005423 1.233118  0.123
C 2.058722 -0.830849 1.410805  -0.482
O 1.458098 -1.411602 2.295609  0.055
N 2.737220 -1.437768 0.430234  0.058
H 3.126604 -0.864873 -0.312052  0.089
C 2.674268 -2.870128 0.248942  -0.233
C 1.305891 -3.299601 -0.275151  -0.423
H 1.271078 -4.378348 -0.422659  0.076
H 0.538550 -2.990810 0.430578  0.062
S 0.968095 -2.470095 -1.879717  0.962
C -0.623741 -1.740663 -1.627086  -0.534
C -1.627813 -2.375513 -0.907178  -0.099
C -2.874562 -1.788078 -0.794292  -0.109
C -3.121076 -0.580895 -1.427437  -0.675
C -2.128793 0.052583 -2.159563  -0.101
C -0.877760 -0.523971 -2.251535  -0.104
H -0.090738 -0.027307 -2.796957  0.089
H -2.329702 0.992478 -2.647196  0.112
Cl -4.685056 0.133826 -1.311104  0.705
H -3.657608 -2.274402 -0.233340  0.110
H -1.453309 -3.336312 -0.446461  0.107
H 2.837694 -3.349331 1.220138  0.125
H 3.462594 -3.165213 -0.443359  0.119
H 0.062639 3.107056 -1.163037  0.089
H -2.313568 3.636424 -0.878507  0.112
H -3.715806 2.315695 0.676427  0.109
H -2.063964 -1.533825 2.080194  0.086
H -3.314970 -1.186028 3.301636  0.096

Cartesian forces (eV/Å) of the 2 atoms listed first:
C 0.103 -0.206 0.145
H -0.001 -0.002 -0.038

* E_LUMO: 0.39 eV
* relative energy (zero: lowest compared OMol25 entry of this formula, charge and spin): 0.0 kcal per mole
* charge: 0